Entry 1:
Density functional theory data (ωB97M-V/def2-TZVPD) for a 14-piece molecular cluster, C33H86N3O15S2 overall at a distorted geometry.

Geometry (Å):
C (5.99632, -4.63381, 1.15758)
C (4.92313, -3.41281, 1.37457)
C (4.66447, -2.50446, -0.00611)
C (3.04193, -2.49442, -0.23186)
N (2.55446, -1.36229, -1.16123)
C (1.06318, -1.58946, -1.24821)
C (0.22038, -0.45239, -2.06786)
C (-1.12677, -0.12008, -1.14466)
C (-2.29701, -1.26631, -1.25448)
C (-2.03492, -2.59116, -0.28899)
N (-1.33559, -3.74456, -0.84375)
N (-0.95559, -4.91548, -0.29727)
C (-1.36326, -4.93636, 1.10651)
C (-2.17012, -3.88363, 1.99285)
C (-2.57828, -2.51624, 1.21811)
C (-3.40561, -1.27845, 1.88785)
C (-4.85327, -1.92510, 2.42005)
O (-5.21606, -2.97351, 1.45184)
C (-5.84753, -4.13619, 2.09692)
C (-5.17862, -5.05526, 3.28082)
O (-7.09003, -4.48492, 1.68581)
C (2.91746, -0.00260, -0.60745)
S (4.21907, 0.81020, -1.41596)
S (2.03549, 0.83279, 0.82365)
C (3.38851, 1.88756, 1.63655)
C (3.15408, 1.69539, 3.27752)
C (2.97425, 0.07772, 3.65700)
H (6.22505, -5.07013, 2.24497)
H (5.45035, -5.50888, 0.57881)
H (7.00821, -4.30295, 0.67161)
H (3.88431, -3.93203, 1.65100)
H (5.16699, -2.71936, 2.31190)
H (5.23409, -3.03562, -0.87980)
H (5.14675, -1.46207, 0.21722)
H (2.45485, -2.42974, 0.78027)
H (2.78437, -3.49394, -0.83190)
H (0.65544, -1.59265, -0.13199)
H (0.89006, -2.62441, -1.79600)
H (-0.13167, -0.96215, -3.08696)
H (0.82211, 0.50203, -2.37476)
H (-1.56617, 0.89688, -1.55331)
H (-0.75438, 0.07594, -0.03473)
H (-3.35055, -0.79466, -0.97120)
H (-2.33588, -1.61174, -2.37261)
H (-1.06275, -3.66540, -1.87241)
H (-1.02523, -5.92951, 1.68148)
H (-2.42851, -4.11052, 3.11101)
H (-3.67956, -0.41059, 1.15203)
H (-2.82794, -0.86957, 2.81966)
H (-4.61475, -2.33244, 3.50814)
H (-5.64736, -1.06763, 2.50275)
H (-5.96268, -5.87233, 3.61793)
H (-5.00794, -4.35613, 4.21856)
H (-4.19862, -5.62364, 2.97123)
H (4.46360, 1.50354, 1.37893)
H (3.21215, 2.99410, 1.27747)
H (4.06342, 2.19477, 3.82720)
H (2.11654, 2.20234, 3.50994)
H (1.86106, -0.30075, 3.47697)
H (3.20133, -0.05450, 4.81335)
H (3.73058, -0.57261, 3.01289)
C (-10.53570, -3.00154, 1.35127)
O (-10.08763, -4.19201, 1.97299)
H (-11.58802, -2.84526, 1.59992)
H (-9.94787, -2.15552, 1.71574)
H (-10.42930, -3.09311, 0.26761)
H (-9.15166, -4.30417, 1.73449)
C (7.71322, -3.14082, 4.13076)
O (6.33533, -3.33452, 4.39235)
H (7.86681, -2.12004, 3.77297)
H (8.28436, -3.29225, 5.04999)
H (8.04216, -3.84667, 3.36420)
H (6.23004, -4.24819, 4.70800)
C (-1.00456, 3.88702, -0.59048)
O (0.19893, 3.60200, -1.27960)
H (-1.50138, 4.72978, -1.07685)
H (-1.65956, 3.01290, -0.62237)
H (-0.77865, 4.14884, 0.44607)
H (0.61714, 2.85065, -0.82563)
C (0.26756, 2.41502, -4.24282)
O (-0.83746, 1.99411, -5.02146)
H (1.16430, 1.89555, -4.58868)
H (0.40618, 3.49281, -4.35796)
H (0.08913, 2.16982, -3.19302)
H (-1.61780, 2.47148, -4.69175)
C (6.58496, 4.26259, -2.38669)
O (6.86875, 2.93472, -1.98579)
H (7.46953, 4.88128, -2.21823)
H (6.33000, 4.27679, -3.44920)
H (5.75244, 4.65240, -1.79594)
H (6.06623, 2.40983, -2.14692)
C (2.45467, 5.19423, -5.65334)
O (3.46620, 4.94652, -4.69419)
H (2.77502, 6.01077, -6.30469)
H (2.29173, 4.29526, -6.25287)
H (1.53040, 5.47824, -5.14432)
H (3.15389, 4.21786, -4.13114)
C (3.79544, -5.95312, 5.90320)
O (4.99893, -6.23815, 5.21409)
H (3.29862, -5.11037, 5.41684)
H (3.14044, -6.82724, 5.87132)
H (4.02135, -5.69130, 6.93976)
H (5.41714, -6.98950, 5.66805)
C (8.34005, 3.15403, -5.74474)
O (7.87729, 2.05999, -4.97439)
H (7.89555, 3.10007, -6.74130)
H (8.04250, 4.08998, -5.26559)
H (9.42834, 3.10595, -5.83046)
H (8.28818, 2.13465, -4.09627)
C (0.54005, 6.85587, 1.61214)
O (0.07729, 5.76182, 2.38249)
H (0.09555, 6.80191, 0.61558)
H (0.24250, 7.79182, 2.09129)
H (1.62834, 6.80779, 1.52642)
H (0.48818, 5.83648, 3.26061)
C (-10.25995, -4.72152, -2.16265)
O (-10.72271, -5.81557, -1.39230)
H (-10.70445, -4.77548, -3.15920)
H (-10.55750, -3.78557, -1.68350)
H (-9.17166, -4.76960, -2.24836)
H (-10.31182, -5.74091, -0.51417)
C (2.20365, 8.00728, -8.70452)
O (1.33133, 7.25679, -7.87969)
H (2.30744, 9.01267, -8.28976)
H (3.18365, 7.52472, -8.73417)
H (1.78704, 8.07254, -9.71259)
H (1.25880, 6.37024, -8.27248)
C (-10.77359, 0.97217, 1.70930)
O (-10.24727, 0.96851, 0.39495)
H (-11.31077, 1.90911, 1.87425)
H (-11.46349, 0.13320, 1.82885)
H (-9.95637, 0.89143, 2.43016)
H (-9.77661, 0.12572, 0.27792)
C (-2.61885, 4.64358, 3.89137)
O (-2.69137, 3.57422, 4.81643)
H (-1.57041, 4.90904, 3.73672)
H (-3.05825, 4.33397, 2.93995)
H (-3.15641, 5.50773, 4.28924)
H (-3.63281, 3.36092, 4.93346)

Atomic forces in eV per Å
-0.62 -0.18 1.35
-0.73 -0.24 -0.06
0.13 -0.85 1.54
1.21 -0.23 -0.80
-1.08 0.47 1.88
-0.44 0.73 0.01
-0.89 -1.21 -0.06
0.79 0.94 -0.54
0.23 -0.46 0.02
-0.57 0.15 1.43
-1.47 2.55 0.32
-2.68 2.50 5.37
-0.12 0.00 0.31
0.75 1.86 -4.60
2.68 -4.11 -0.90
-0.74 -0.90 -0.09
1.79 0.72 0.90
-1.27 -1.60 3.08
-6.47 -1.93 -2.03
-0.39 0.42 0.39
8.34 2.51 2.36
1.88 0.84 -1.78
-2.86 -1.82 1.89
1.62 -0.84 -1.27
0.39 0.34 1.10
-0.96 -0.62 -1.02
0.31 0.39 0.45
-0.37 0.90 -2.41
1.39 1.90 0.88
-2.08 -0.65 0.77
2.19 1.00 -0.52
-0.25 -1.60 -2.17
-1.30 1.24 1.48
-1.19 -1.88 -0.79
1.15 -0.24 -1.67
0.38 2.12 1.55
0.47 -0.39 -2.07
0.59 2.01 1.41
0.67 1.33 2.08
-1.10 -1.89 0.98
0.62 -2.14 0.87
-0.99 -0.50 -2.23
2.33 -1.28 -0.55
-0.04 0.54 2.11
-0.55 -0.01 1.84
-0.83 2.44 -1.62
0.66 0.47 -2.45
1.02 -1.83 1.25
-0.96 -0.73 -1.93
-0.83 0.58 -2.36
1.37 -1.87 -0.35
1.48 1.93 -1.04
-0.08 -1.51 -1.92
-1.91 1.43 0.43
-2.26 0.68 0.10
0.57 -2.28 0.79
-1.98 -0.99 -1.00
2.30 -0.70 -0.10
2.53 0.92 0.25
-0.36 0.19 -2.51
-1.64 1.29 1.47
0.13 -0.19 -0.02
0.36 -0.23 -0.09
0.18 -0.08 -0.01
-0.09 0.25 -0.08
-0.13 0.29 -0.01
-0.40 -0.01 0.23
-0.02 -0.16 0.08
-0.30 -0.30 0.22
-0.09 -0.14 0.06
0.24 0.08 -0.13
0.26 0.10 -0.03
-0.18 0.33 -0.12
0.16 -0.01 0.23
0.34 -0.37 -0.01
0.14 -0.14 0.00
-0.28 0.07 0.12
-0.27 0.06 0.07
-0.01 0.39 -0.15
-0.10 0.10 0.10
-0.63 -0.07 -0.04
-0.15 0.00 -0.09
0.20 -0.03 0.23
0.23 0.29 -0.06
0.43 -0.25 -0.31
-0.20 -0.03 -0.15
-0.09 -0.55 0.09
-0.09 -0.17 0.03
-0.06 0.26 0.01
0.00 0.25 -0.11
0.57 0.28 0.07
0.03 -0.05 0.05
0.14 -0.43 0.50
-0.05 -0.15 0.25
-0.19 0.05 -0.18
-0.13 0.11 -0.26
0.27 0.43 -0.26
-0.02 -0.10 0.19
0.54 -0.26 -0.04
0.18 -0.11 0.01
-0.18 0.11 0.11
-0.27 0.06 0.03
-0.14 0.43 -0.34
0.08 -0.04 0.19
0.06 -0.19 0.41
0.03 -0.06 0.19
0.10 0.18 -0.20
0.02 0.22 -0.18
-0.39 -0.09 -0.35
0.18 0.21 0.05
0.07 -0.36 0.54
0.04 -0.08 0.19
0.09 0.12 -0.21
-0.01 0.21 -0.18
-0.23 -0.09 -0.48
0.02 -0.11 0.20
0.14 -0.10 0.41
0.03 -0.06 0.20
0.08 0.16 -0.27
0.06 0.22 -0.18
-0.35 -0.12 -0.37
0.03 -0.12 -0.16
-0.28 -0.52 0.04
-0.08 -0.21 0.00
0.13 0.20 -0.15
0.20 0.17 -0.08
-0.04 0.51 0.26
0.02 -0.18 0.00
0.39 -0.33 -0.34
0.12 -0.15 -0.12
-0.07 0.09 0.26
-0.15 0.03 0.25
-0.32 0.50 -0.04
-0.06 0.11 0.03
-0.47 -0.55 0.28
-0.33 -0.15 0.03
0.08 0.25 -0.16
0.06 0.15 -0.21
0.59 0.12 0.06

The orbital gap is 0.2015 hartree. For the maximum force, the calculation gives 9.02 eV/Å. The total energy is -3397.19873 a.u. The total charge is +1.

Atomic partial charges in e from the Löwdin method, atoms 1 to 4: -0.142, -0.253, -0.172, -0.202

Entry 2:
Density functional theory data (ωB97M-V/def2-TZVPD) for CFN2O as an isolated structure at a distorted geometry.

Geometry (Å):
C (0.87235, 0.04220, -0.14485)
N (1.96310, -0.30349, 0.03612)
N (-0.53427, 0.33795, 0.34667)
O (-1.30062, 1.13984, -0.15053)
F (-1.00056, -1.21650, -0.08742)

Atomic forces in eV per Å
-0.93 0.33 0.12
0.07 0.23 -0.31
0.38 0.23 1.35
0.82 -0.08 -0.79
-0.34 -0.71 -0.37

The orbital gap is 0.3099 hartree. For the maximum force, the calculation gives 1.42 eV/Å. The total energy is -322.63684 a.u. The energy above the lowest of the compared OMol25 structures with the same formula, charge and spin is 0.2073 eV. The total charge is -1.

Atomic partial charges in e from the natural (NBO) method, atoms 1 to 4: 0.317, -0.489, 0.189, -0.465